(1)
Molecular formula: C4H9NO2
Method: DFT, the ωB97M-V functional and the def2-TZVPD basis

Computed properties:
Max |F|: 0.4 eV/A
Total charge: 0
HOMO energy: -9.21 eV
Calculated total energy: -362.896002 a.u.
Kohn-Sham gap: 9.768 eV

Each line ends with the natural charge from an NBO analysis.
Atoms and positions in Å:
H  0.14206  0.92563  -2.18689  0.508
C  -0.41124  0.40908  0.26014  0.120
H  1.52133  0.11185  -0.66584  0.181
C  0.31971  -0.33307  1.86056  -0.826
H  1.26788  -0.81272  1.61367  0.242
H  -1.00809  1.20415  0.71739  0.211
H  1.34756  1.64669  0.23314  0.184
H  -0.55248  -0.74196  1.00883  0.471
O  0.43214  1.63888  -1.57031  -0.715
H  0.45812  0.62781  2.35227  0.265
C  -1.00352  -1.16936  -1.47310  0.518
H  -0.23653  -0.96603  2.57000  0.276
N  -1.22638  -0.63261  -0.26167  -0.753
H  -1.58396  -2.09646  -1.61029  0.121
C  0.84145  0.94303  -0.43590  -0.110
O  -0.30804  -0.75491  -2.41201  -0.694

(2)
Molecular formula: C4H9NO2
Method: DFT, the ωB97M-V functional and the def2-TZVPD basis

Computed properties:
Max |F|: 0.9 eV/A
Total charge: 0
HOMO energy: -8.25 eV
Calculated total energy: -362.930630 a.u.
Kohn-Sham gap: 8.652 eV

Each line ends with the natural charge from an NBO analysis.
Atoms and positions in Å:
H  -0.34547  -1.75200  1.72408  0.201
H  -0.57513  -0.80876  -0.73227  0.462
H  -1.68055  0.44577  -2.62110  0.222
H  1.26030  0.26640  0.22185  0.068
C  0.30357  -0.86347  1.82932  -0.121
H  2.39137  -0.92986  0.96511  0.151
C  1.32374  -0.89763  0.62633  0.012
C  -0.93514  0.91667  -1.96925  -0.420
H  -1.25604  1.94921  -1.78537  0.204
H  0.04415  0.91333  -2.47154  0.215
O  0.91454  -1.73418  -0.29010  -0.797
N  -0.88505  0.19830  -0.69433  -0.558
H  0.69060  -0.78845  2.86621  0.192
H  -0.30925  1.91133  0.33608  0.192
O  -0.49027  0.34292  1.61291  -0.499
C  -0.45137  0.83041  0.38204  0.477

(3)
Molecular formula: C4H9NO2
Method: DFT, the ωB97M-V functional and the def2-TZVPD basis

Computed properties:
Max |F|: 0.5 eV/A
Total charge: 0
HOMO energy: -9.77 eV
SMILES: C=CC(N)=O.[H][H].C=O
Calculated total energy: -362.978853 a.u.
Kohn-Sham gap: 9.945 eV

Each line ends with the natural charge from an NBO analysis.
Atoms and positions in Å:
H  2.36166  2.14041  -1.11520  -0.005
H  -2.43250  -1.43705  0.81456  0.205
N  1.27355  0.13917  0.97849  -0.836
O  -0.79932  1.78480  -0.67205  -0.528
H  -0.93133  0.09413  -1.77237  0.127
H  0.63880  0.78338  0.52362  0.413
C  -1.42013  -1.05862  0.97498  -0.363
C  -1.33558  1.08026  -1.49347  0.293
O  2.03041  -2.00414  0.89605  -0.599
C  -0.31690  -1.69206  0.57338  -0.287
H  2.23251  0.46057  1.04950  0.400
H  1.62619  2.26337  -1.11092  0.003
H  -0.41401  -2.64445  0.05171  0.221
H  -1.35423  -0.10479  1.48384  0.203
C  1.10703  -1.21204  0.81908  0.632
H  -2.26614  1.40706  -2.00121  0.119

(4)
Molecular formula: C4H9NO2
Method: DFT, the ωB97M-V functional and the def2-TZVPD basis

Computed properties:
Max |F|: 1.8 eV/A
Total charge: 0
HOMO energy: -9.38 eV
SMILES: NCCCC(=O)O
Calculated total energy: -363.055192 a.u.
Kohn-Sham gap: 10.050 eV

Each line ends with the natural charge from an NBO analysis.
Atoms and positions in Å:
C  -0.54095  -0.81514  0.50775  -0.424
C  -0.72012  1.38335  -0.72486  0.795
H  0.06636  -0.36227  -1.50952  0.232
H  -1.85986  2.72154  -0.06262  0.499
H  1.05825  -1.11390  1.97859  0.192
H  -1.22762  -0.61896  1.33286  0.228
H  1.01557  0.48763  1.30586  0.186
O  -0.21169  2.11253  -1.53262  -0.584
N  1.98252  -0.87697  0.14586  -0.836
H  1.79053  -1.67324  -0.45098  0.347
O  -1.51735  1.86888  0.25617  -0.701
H  -1.61021  -0.41545  -1.39084  0.246
C  -0.73010  -0.12042  -0.81027  -0.525
C  0.87753  -0.56658  1.04999  -0.216
H  2.19972  -0.10976  -0.47623  0.358
H  -0.57258  -1.90125  0.38086  0.203

(5)
Molecular formula: C4H9NO2
Method: DFT, the ωB97M-V functional and the def2-TZVPD basis

Computed properties:
Max |F|: 0.2 eV/A
Total charge: 0
HOMO energy: -9.52 eV
SMILES: CC(N)=O.CC=O
Calculated total energy: -363.056906 a.u.
Kohn-Sham gap: 10.420 eV

Each line ends with the natural charge from an NBO analysis.
Atoms and positions in Å:
O  0.63332  -1.99622  -0.71581  -0.551
H  1.22188  -1.15040  -3.05717  0.226
H  -0.47028  1.63278  3.23517  0.390
C  -0.15938  -1.47060  -1.45724  0.458
C  0.21417  -0.85369  -2.77144  -0.727
H  -1.22343  -1.39936  -1.17684  0.120
H  0.16891  0.23252  -2.66354  0.246
H  -0.49213  -1.14730  -3.54871  0.225
C  -0.47765  0.93471  1.28201  0.681
H  -1.92180  1.91006  2.35823  0.401
O  -1.10522  0.88496  0.23956  -0.635
N  -1.01796  1.47192  2.41021  -0.824
H  0.81212  -0.67018  1.78446  0.252
H  1.39899  0.33780  0.47724  0.244
C  0.90906  0.36111  1.44447  -0.718
H  1.50941  0.92189  2.15941  0.211

(6)
Molecular formula: C4H9NO2
Method: DFT, the ωB97M-V functional and the def2-TZVPD basis

Computed properties:
Max |F|: 5.4 eV/A
Total charge: 0
HOMO energy: -9.22 eV
SMILES: C[C@@H](O)[C@H](N)C=O
Calculated total energy: -362.972415 a.u.
Kohn-Sham gap: 9.878 eV

Each line ends with the natural charge from an NBO analysis.
Atoms and positions in Å:
C  0.36284  0.73203  0.04794  0.098
C  -1.53696  -0.38923  1.18577  0.415
H  2.49495  1.40513  -0.75486  0.232
C  1.72116  0.59068  -0.67139  -0.638
H  -0.58336  -2.45525  -0.51435  0.378
N  -0.32934  -1.46968  -0.65703  -0.823
O  -0.53142  1.51279  -0.82146  -0.747
H  -0.86734  -1.10607  -1.42756  0.389
O  -2.56959  0.07952  0.70416  -0.516
C  -0.32973  -0.65741  0.42399  -0.193
H  -1.14790  2.03674  -0.33648  0.478
H  1.54592  -0.01724  -1.57813  0.227
H  2.29023  -0.09195  -0.00133  0.205
H  -1.56729  -0.71659  2.25080  0.112
H  0.25851  -0.89142  1.29598  0.194
H  0.78933  1.43794  0.85394  0.188

(7)
Molecular formula: C4H9NO2
Method: DFT, the ωB97M-V functional and the def2-TZVPD basis

Computed properties:
Max |F|: 2.0 eV/A
Total charge: 0
HOMO energy: -8.23 eV
Calculated total energy: -362.935344 a.u.
Kohn-Sham gap: 9.090 eV

Each line ends with the natural charge from an NBO analysis.
Atoms and positions in Å:
H  1.97183  1.74379  -0.80141  0.184
H  -1.84289  -1.73568  1.01690  0.432
N  -1.37552  -0.90176  0.66496  -0.681
C  1.02780  -0.16955  -0.94031  -0.120
H  0.58517  0.84032  1.48689  0.475
H  -1.41732  1.07551  -0.11497  0.234
O  0.82229  -1.28049  -0.06647  -0.522
H  -3.01382  0.37982  0.15015  0.216
C  -1.99689  0.14845  -0.18774  -0.457
H  0.11165  0.15932  -1.43497  0.182
H  1.72472  -0.54934  -1.69101  0.200
O  0.77225  1.50464  0.80818  -0.720
H  -2.04933  -0.14719  -1.24149  0.192
C  1.66541  0.93877  -0.12958  -0.087
C  -0.19536  -1.56486  0.71957  0.296
H  2.56127  0.53596  0.36642  0.176

(8)
Molecular formula: C4H9NO2
Method: DFT, the ωB97M-V functional and the def2-TZVPD basis

Computed properties:
Max |F|: 5.5 eV/A
Total charge: 0
HOMO energy: -9.26 eV
SMILES: CN(C=O)CCO
Calculated total energy: -362.984170 a.u.
Kohn-Sham gap: 9.836 eV

Each line ends with the natural charge from an NBO analysis.
Atoms and positions in Å:
O  2.50819  1.58855  1.15167  -0.644
C  1.71402  -0.60368  -0.65735  -0.397
H  -0.87173  0.34310  1.55316  0.215
H  2.53569  0.05393  -0.92002  0.239
C  -1.50935  -0.20744  -0.66959  -0.072
H  -3.35650  -0.17857  -0.13387  0.466
C  1.28695  1.25602  0.94300  0.513
C  -0.48586  -0.22129  0.64463  -0.236
O  -2.71057  -0.87822  -0.43626  -0.716
H  2.06173  -1.41488  -0.12744  0.203
H  1.00417  -0.81944  -1.60106  0.203
H  -1.83902  0.81925  -0.79865  0.160
H  0.51928  2.00420  1.31770  0.124
H  -0.47978  -1.21173  1.00898  0.197
N  0.84340  0.18990  0.28718  -0.444
H  -1.22062  -0.71970  -1.56206  0.187

(9)
Molecular formula: C4H9NO2
Method: DFT, the ωB97M-V functional and the def2-TZVPD basis

Computed properties:
Max |F|: 3.2 eV/A
Total charge: 0
HOMO energy: -10.09 eV
SMILES: CC[C@H](N)C(=O)O
Calculated total energy: -363.025232 a.u.
Kohn-Sham gap: 10.841 eV

Each line ends with the natural charge from an NBO analysis.
Atoms and positions in Å:
H  2.03693  2.40814  1.26156  0.493
O  2.73827  0.23761  0.90732  -0.576
C  -0.00406  0.07449  -0.95332  -0.407
C  -1.10010  -0.83521  -1.44800  -0.633
H  -1.51612  -0.63833  -2.44381  0.227
O  1.18103  1.91788  1.08690  -0.713
N  -0.80261  -0.31989  1.56299  -0.793
H  -0.35471  1.06986  -0.82679  0.210
H  -1.01983  -1.97650  -1.50102  0.217
H  -1.31492  -1.13433  1.19080  0.356
C  0.35640  -0.25784  0.57268  -0.155
H  -1.52233  0.50453  1.33039  0.352
H  0.80991  -1.17684  0.57019  0.205
C  1.56384  0.56595  0.94852  0.798
H  -1.95185  -0.62798  -0.72298  0.198
H  0.90015  0.18847  -1.53543  0.221

(10)
Molecular formula: C4H9NO2
Method: DFT, the ωB97M-V functional and the def2-TZVPD basis

Computed properties:
Max |F|: 4.0 eV/A
Total charge: 0
HOMO energy: -9.75 eV
SMILES: C[C@@H](O)CC(N)=O
Calculated total energy: -363.024429 a.u.
Kohn-Sham gap: 10.559 eV

Each line ends with the natural charge from an NBO analysis.
Atoms and positions in Å:
H  -2.05521  -0.55813  -0.74192  0.214
C  0.08706  -0.22341  1.05556  -0.519
H  -1.25572  0.50121  -1.92046  0.209
H  0.59095  0.22600  1.91751  0.221
H  2.46407  0.56702  0.41939  0.397
N  2.21256  -0.25393  -0.09921  -0.808
H  2.80884  -0.61005  -0.82894  0.409
H  0.05430  1.55975  -0.16032  0.153
H  -0.64913  -0.95157  1.40507  0.241
C  -1.09655  -0.12976  -1.02642  -0.740
C  1.07101  -0.92444  0.12894  0.704
O  -1.67034  1.40506  0.93094  -0.722
H  -0.44405  -1.18315  -1.09675  0.304
O  0.85733  -1.97884  -0.47207  -0.642
H  -2.32504  1.78415  0.32961  0.472
C  -0.65009  0.77009  0.15906  0.105

(11)
Molecular formula: C4H9NO2
Method: DFT, the ωB97M-V functional and the def2-TZVPD basis

Computed properties:
Max |F|: 4.1 eV/A
Total charge: 0
HOMO energy: -9.05 eV
SMILES: O=CCCNCO
Calculated total energy: -362.958879 a.u.
Kohn-Sham gap: 9.893 eV

Each line ends with the natural charge from an NBO analysis.
Atoms and positions in Å:
H  0.68650  -1.92835  0.06885  0.225
C  -0.68561  -1.90748  -1.67744  0.458
H  -0.11189  -2.77433  -2.07085  0.095
O  -0.10793  2.52633  0.48072  -0.745
H  -0.09175  0.33227  2.46864  0.387
H  1.06683  1.09610  -0.28222  0.131
C  0.26795  -1.14577  -0.61959  -0.520
N  0.23514  0.22495  1.38487  -0.668
H  1.11095  -0.56580  -0.98427  0.233
C  -0.69975  -0.36594  0.36063  -0.228
H  0.41739  3.35065  0.44313  0.472
H  1.61689  1.90790  1.09290  0.162
H  -1.07110  0.43076  -0.26198  0.199
H  -1.54418  -0.91124  0.76399  0.219
O  -1.85526  -1.72057  -1.91897  -0.514
C  0.76585  1.45053  0.75161  0.095

(12)
Molecular formula: C4H9NO2
Method: DFT, the ωB97M-V functional and the def2-TZVPD basis

Computed properties:
Max |F|: 3.2 eV/A
Total charge: 0
HOMO energy: -9.01 eV
SMILES: C/N=C\OCCO
Calculated total energy: -362.960081 a.u.
Kohn-Sham gap: 9.877 eV

Each line ends with the natural charge from an NBO analysis.
Atoms and positions in Å:
H  0.70500  0.85276  2.38725  0.170
H  2.18187  0.28674  1.58261  0.188
H  -2.64475  -0.20887  -0.56111  0.226
O  1.05700  1.50580  0.44303  -0.713
N  -1.17947  0.09703  -1.39079  -0.512
C  -1.61187  -0.14434  -0.23071  0.349
O  -1.04003  -0.58393  0.93541  -0.520
C  0.39849  -0.77960  1.02997  -0.104
C  0.03534  -0.27660  -2.02349  -0.463
C  1.11647  0.50140  1.43052  -0.090
H  -0.10223  -0.03398  -3.07754  0.203
H  0.88974  0.25297  -1.61004  0.212
H  0.13409  1.77951  0.35617  0.473
H  0.80169  -1.17291  0.09614  0.192
H  0.55202  -1.53792  1.80786  0.200
H  0.16859  -1.36451  -1.94207  0.188

(13)
Molecular formula: C4H9NO2
Method: DFT, the ωB97M-V functional and the def2-TZVPD basis

Computed properties:
Max |F|: 0.7 eV/A
Total charge: 0
HOMO energy: -7.72 eV
Calculated total energy: -362.903985 a.u.
Kohn-Sham gap: 8.473 eV

Each line ends with the natural charge from an NBO analysis.
Atoms and positions in Å:
H  -0.47518  -0.90075  1.58202  0.235
C  -0.53756  0.21477  -0.30091  0.059
C  -1.94999  -0.16903  -0.74611  -0.631
C  0.00311  -0.88970  0.60779  -0.196
C  1.61654  -0.14830  1.05989  0.382
N  2.48903  0.53728  0.29491  -0.837
H  0.11586  0.27623  -1.18624  0.168
H  2.53678  1.53844  0.38314  0.398
H  3.16858  0.05379  -0.28678  0.377
H  -0.15420  -1.83442  0.06737  0.200
O  -0.54657  1.44210  0.39642  -0.709
O  1.65710  -1.43772  0.87949  -0.558
H  -0.99277  2.08794  -0.16539  0.467
H  -2.35496  0.59452  -1.42062  0.211
H  -2.61576  -0.24341  0.12042  0.217
H  -1.96002  -1.12175  -1.28539  0.217

(14)
Molecular formula: C4H9NO2
Method: DFT, the ωB97M-V functional and the def2-TZVPD basis

Computed properties:
Max |F|: 0.5 eV/A
Total charge: 0
HOMO energy: -9.91 eV
SMILES: C/N=C/OCCO
Calculated total energy: -363.012696 a.u.
Kohn-Sham gap: 10.927 eV

Each line ends with the natural charge from an NBO analysis.
Atoms and positions in Å:
C  1.82805  -0.97161  -0.52896  -0.092
C  -1.18092  -0.23309  0.36525  0.418
N  -0.71086  0.94219  0.36791  -0.534
H  0.36045  -1.91259  -1.84137  0.198
H  1.76301  -1.26426  0.53164  0.171
O  -0.63814  -1.29228  -0.24799  -0.494
O  2.38333  0.31125  -0.70545  -0.716
H  0.24839  -0.13509  -1.70392  0.198
C  0.43628  -1.07210  -1.16873  -0.109
H  -1.75692  2.76805  0.37728  0.202
C  -1.50160  1.95272  1.06321  -0.425
H  -0.92164  2.39696  1.88006  0.202
H  -2.44613  1.57547  1.49093  0.172
H  -2.11344  -0.52820  0.86128  0.147
H  1.67455  0.93188  -0.52246  0.480
H  2.50394  -1.68365  -1.01323  0.181

(15)
Molecular formula: C4H9NO2
Method: DFT, the ωB97M-V functional and the def2-TZVPD basis

Computed properties:
Max |F|: 5.0 eV/A
Total charge: 0
HOMO energy: -9.45 eV
SMILES: C[C@@H](N)CC(=O)O
Calculated total energy: -363.003249 a.u.
Kohn-Sham gap: 10.118 eV

Each line ends with the natural charge from an NBO analysis.
Atoms and positions in Å:
C  1.75873  -0.76107  -0.73856  -0.617
O  -2.45079  0.25213  -1.00057  -0.704
N  0.49410  -0.38692  1.62178  -0.850
H  2.43808  -1.45373  -0.26031  0.211
H  -0.36300  -1.30688  -0.17573  0.190
H  1.29452  -0.74452  1.96543  0.356
H  1.64033  -1.01838  -1.76566  0.216
H  -0.31321  -0.82325  2.02520  0.358
C  -0.25771  0.90425  -0.16994  -0.529
C  -1.76577  1.01972  -0.01589  0.783
H  -0.05299  1.10187  -1.32728  0.217
H  2.23588  0.23510  -0.75452  0.203
C  0.32249  -0.48910  0.10207  -0.033
O  -2.18814  1.78924  0.84943  -0.550
H  -3.23968  -0.05842  -0.58052  0.490
H  0.44717  1.73994  0.22505  0.257